No. 1
Below is a 2-piece molecular cluster, C3H4N2O overall, with properties calculated with ωB97M-V/def2-TZVPD.

## Properties
F_max	0.9	eV/A
orbital gap	0.3425	Eh
LUMO	0.506	eV
E_HOMO	-8.81	eV
spin multiplicity	1
E_tot	-8197.5962	eV

Atoms and positions in Å:
O: -0.06 0.59 2.43
N: 1.00 1.41 -0.90
N: 0.37 0.56 -1.56
C: -0.07 -0.39 -2.11
C: -0.38 -1.16 0.65
C: -0.22 -0.28 1.45
H: 0.10 0.05 3.22
H: -0.47 -1.94 -0.07
H: -0.68 -0.60 -2.96
H: 0.41 1.74 -0.14

---

No. 2
Below is C3H4N2O as an isolated structure, with properties calculated with ωB97M-V/def2-TZVPD.

## Properties
F_max	0.5	eV/A
orbital gap (alpha / beta)	0.3248 / 0.3248	Eh
LUMO (alpha / beta)	0.101 / 0.101	eV
E_HOMO (alpha / beta)	-8.74 / -8.74	eV
spin multiplicity	1
E_tot	-8200.2404	eV

Atoms and positions in Å:
O: 1.61 0.11 -1.38
N: 1.01 0.55 1.24
N: -1.20 0.14 -0.85
C: 1.18 -0.43 -0.37
C: -0.17 0.12 1.40
C: -0.30 -0.28 0.03
H: -0.95 0.10 -1.83
H: -1.99 0.72 -0.60
H: 1.67 -1.29 0.13
H: -0.87 0.27 2.23